(1)
{
  "formula": "C32H25BrF4IrN2PS2",
  "method": "wB97M-V/def2-TZVPD",
  "e_tot_ev": -151270.847,
  "mol_weight_g_mol": 880.79,
  "charge": 1,
  "s2": 8.83,
  "multiplicity": 6,
  "symbols": ["Ir", "C", "C", "C", "C", "C", "C", "C", "C", "C", "C", "H", "H", "H", "H", "H", "H", "H", "H", "H", "H", "H", "H", "H", "H", "H", "S", "C", "S", "C", "C", "N", "C", "N", "F", "C", "C", "F", "C", "F", "C", "P", "C", "C", "C", "C", "C", "C", "C", "C", "C", "C", "C", "C", "C", "Br", "C", "F", "H", "H", "H", "H", "H", "H", "H", "H", "H", "H"],
  "xyz": [[1.2771, -0.9371, -0.0825], [2.4239, 1.0028, -1.5184], [1.5539, 0.6468, -2.5613], [1.6737, -0.7426, -2.7785], [2.6749, -1.2658, -1.8793], [3.1699, -0.1631, -1.1131], [4.4713, -0.0958, -0.3706], [3.2926, -2.6303, -1.9877], [0.9946, -1.5208, -3.8595], [0.7506, 1.5991, -3.3908], [2.6762, 2.3843, -1.0033], [5.2059, 0.4271, -0.9898], [4.8681, -1.0854, -0.1443], [4.3929, 0.4565, 0.5661], [3.8189, -2.7227, -2.9426], [2.5447, -3.4254, -1.9562], [4.0109, -2.8158, -1.1919], [0.1702, -2.1325, -3.4812], [1.6963, -2.2031, -4.3456], [0.5830, -0.8563, -4.6196], [1.2052, 1.7007, -4.3814], [0.7136, 2.5940, -2.9471], [-0.2685, 1.2627, -3.5394], [3.5291, 2.8341, -1.5231], [2.9213, 2.3823, 0.0606], [1.8194, 3.0406, -1.1569], [2.2224, 0.5256, 1.9795], [1.6647, -0.7466, 2.8915], [1.0595, -2.1228, 2.0474], [1.6327, -0.6193, 4.3132], [0.9844, -1.6074, 5.1163], [0.4330, -2.4004, 5.7521], [2.1803, 0.5295, 4.9617], [2.6123, 1.4620, 5.4893], [-4.6337, -4.5010, 1.6707], [-3.8296, -3.5150, 1.3358], [-4.1390, -2.2220, 1.6870], [-5.2486, -1.9686, 2.3556], [-3.2924, -1.1935, 1.3265], [-3.6885, 0.0369, 1.6495], [-2.0981, -1.4151, 0.6560], [-0.9702, -0.0222, 0.2551], [-1.9996, 0.7930, -1.0020], [-2.6700, 1.9943, -0.8009], [-3.5350, 2.4738, -1.7794], [-3.7528, 1.7470, -2.9407], [-3.1031, 0.5339, -3.1343], [-2.2204, 0.0647, -2.1732], [-0.8814, 1.0379, 1.7129], [-1.1500, 0.5924, 3.0011], [-0.9044, 1.4208, 4.0891], [-0.3881, 2.6961, 3.8980], [-0.1032, 3.1435, 2.6149], [-0.3378, 2.3125, 1.5251], [-1.8442, -2.7302, 0.2611], [-0.4079, -3.1826, -0.8847], [-2.6892, -3.7659, 0.5997], [-2.4495, -5.0151, 0.2205], [-2.5405, 2.5523, 0.1183], [-4.0548, 3.4125, -1.6194], [-4.4401, 2.1202, -3.6930], [-3.2784, -0.0415, -4.0380], [-1.7098, -0.8852, -2.3246], [-1.5211, -0.4127, 3.1714], [-1.1128, 1.0619, 5.0921], [-0.2000, 3.3380, 4.7510], [0.3166, 4.1316, 2.4615], [-0.0815, 2.6520, 0.5236]],
  "lowdin_spin": [2.07, 0.23, 0.20, 0.25, 0.12, 0.12, 0.03, 0.02, 0.03, 0.02, 0.03, 0.01, 0.00, 0.01, 0.01, 0.00, 0.00, 0.01, 0.01, 0.00, 0.01, 0.00, 0.00, 0.01, 0.00, 0.00, 0.54, 0.04, 0.20, 0.31, 0.03, 0.16, 0.03, 0.14, 0.00, 0.00, 0.00, 0.00, 0.00, 0.00, 0.01, 0.10, 0.02, 0.01, 0.00, 0.00, 0.00, 0.01, 0.01, 0.01, 0.01, 0.01, 0.01, 0.03, 0.00, 0.11, 0.00, 0.00, 0.00, 0.00, 0.00, 0.00, 0.00, 0.00, 0.00, 0.00, 0.00, 0.00]
}


(2)
{
  "formula": "C3H9OS",
  "method": "wB97M-V/def2-TZVPD",
  "mol_weight_g_mol": 93.17,
  "charge": -1,
  "e_above_lowest_kj_mol": 107.0,
  "symbols": ["C", "S", "H", "H", "H", "C", "O", "C", "H", "H", "H", "H", "H", "H"],
  "xyz": [[0.8905, -1.1298, 2.6829], [0.6839, -1.9937, 1.0783], [1.9038, -0.7803, 2.9013], [0.2754, -0.2191, 2.6881], [0.5370, -1.7209, 3.5311], [-0.4224, 0.0976, -1.8930], [-1.7571, 0.3318, -2.3569], [-0.0064, 1.2361, -0.9684], [-0.3976, -0.7735, -1.2341], [0.2776, -0.0149, -2.7141], [-2.3153, 0.3212, -1.5824], [-0.7518, 1.3292, -0.1805], [0.9746, 1.0938, -0.5094], [0.1078, 2.2226, -1.4429]],
  "mulliken_charge": [-0.80, -0.71, 0.20, 0.16, 0.24, -0.09, -0.55, -0.96, 0.10, 0.29, 0.31, 0.25, 0.29, 0.30]
}


(3)
{
  "formula": "C31H34BrGeIN4O3SSn",
  "method": "wB97M-V/def2-TZVPD",
  "mol_weight_g_mol": 940.83,
  "e_above_lowest_kj_mol": 334.3,
  "symbols": ["Sn", "O", "C", "C", "C", "C", "C", "C", "C", "O", "N", "N", "C", "C", "Br", "C", "C", "C", "C", "C", "C", "C", "H", "H", "H", "H", "H", "H", "H", "H", "H", "H", "H", "H", "H", "H", "S", "C", "C", "C", "C", "C", "C", "C", "C", "C", "N", "H", "H", "H", "H", "H", "H", "N", "C", "O", "C", "I", "H", "H", "H", "H", "C", "Ge", "C", "C", "C", "H", "H", "H", "H", "H", "H", "H", "H", "H", "H"],
  "xyz": [[0.6619, 0.3095, -0.5401], [-0.1739, -2.1618, -3.3500], [-0.9208, -3.2115, -2.9278], [-1.5818, -4.0197, -3.8183], [-2.2376, -5.1361, -3.3884], [-2.4358, -5.3945, -2.0435], [-1.8577, -4.5277, -1.1611], [-1.0843, -3.4549, -1.5880], [-0.4384, -2.6446, -0.5039], [0.4764, -1.7160, -1.0489], [-1.4509, -1.9735, 0.2636], [-1.0345, -1.0960, 1.2380], [-1.8830, -0.2254, 1.7323], [-1.5315, 0.7795, 2.7034], [-2.2116, 2.6240, 2.3488], [-0.9253, 0.6162, 3.9268], [-0.6340, -0.7150, 4.5228], [-1.0454, -0.9126, 5.8431], [-0.9100, -2.1918, 6.3920], [-0.2577, -3.2413, 5.7270], [0.2578, -3.0001, 4.4763], [0.0068, -1.7626, 3.8606], [0.2769, -1.7383, -2.5551], [-1.6173, -3.5696, -4.8196], [-2.6840, -5.8040, -4.1061], [-3.0377, -6.2095, -1.6703], [-2.1074, -4.7127, -0.1178], [0.0908, -3.3435, 0.1810], [-2.2681, -1.7131, -0.2491], [-2.8766, -0.2942, 1.2343], [-0.6487, 1.3905, 4.5501], [-1.6348, -0.0710, 6.3181], [-1.3012, -2.5187, 7.3773], [-0.1376, -4.1339, 6.2036], [0.7377, -3.7125, 3.8419], [0.3595, -1.5542, 2.8502], [3.6235, 0.2183, 2.8218], [3.5353, -1.3442, 2.1882], [2.5579, -1.3810, 1.2040], [2.0088, -0.0676, 0.9608], [2.4572, 0.8999, 1.7546], [2.0256, 2.3369, 1.7900], [2.3329, 3.1744, 2.8171], [1.8073, 4.4344, 2.7579], [1.0117, 4.8468, 1.6916], [0.8101, 3.9590, 0.7103], [1.3275, 2.7318, 0.7380], [4.1560, -2.2007, 2.4810], [2.2063, -2.2527, 0.6567], [2.9187, 2.7930, 3.6425], [1.9330, 5.1951, 3.4942], [0.5261, 5.8384, 1.7182], [0.0968, 4.2090, -0.0524], [3.8959, -0.7263, -3.6785], [2.8180, -0.0724, -3.1729], [2.6602, 0.1012, -1.9502], [1.7058, 0.2334, -4.1401], [2.4676, 1.3454, -5.7924], [4.5179, -1.1212, -3.0234], [3.9970, -0.9279, -4.6812], [0.9317, 0.8372, -3.7705], [1.4078, -0.6925, -4.6496], [-2.4256, 4.1048, -1.1517], [-1.2209, 2.8456, -2.1901], [-2.3109, 2.5674, -3.8219], [0.2654, 4.0534, -2.7303], [-0.7083, 1.0262, -1.7129], [-2.3145, 5.0333, -1.6716], [-2.2422, 4.1579, -0.1086], [-3.5229, 3.9590, -1.3119], [-3.4214, 2.3973, -3.6773], [-1.8923, 1.8656, -4.5199], [-2.3530, 3.5593, -4.3742], [1.2093, 3.6341, -2.2973], [0.0521, 5.0505, -2.3718], [0.2609, 4.1287, -3.8350], [-1.0530, 0.2897, -2.4446]],
  "mulliken_charge": [2.44, -0.57, 0.23, -0.53, -0.49, -0.72, -0.64, -0.08, 0.44, -0.74, -0.39, 0.44, -0.58, 0.03, -0.13, -0.81, 0.33, -0.69, -0.41, -0.68, -0.96, 0.98, 0.43, 0.35, 0.37, 0.41, 0.36, 0.04, 0.37, 0.34, 0.72, 0.35, 0.29, 0.53, 0.46, 0.11, -0.36, -0.51, -1.22, 0.02, 0.61, 1.24, -1.16, -0.52, -0.94, -0.29, 0.28, 0.45, 0.48, 0.41, 0.43, 0.39, 0.22, -0.39, 0.77, -0.68, -0.44, 0.10, 0.26, 0.18, -0.32, 0.43, -1.14, 0.80, -1.44, -1.23, -1.68, 0.42, 0.12, 0.38, 0.35, 0.40, 0.37, 0.25, 0.44, 0.45, 0.50]
}


(4)
{
  "formula": "C4H5N3O",
  "method": "wB97M-V/def2-TZVPD",
  "mol_weight_g_mol": 111.10,
  "e_above_lowest_kj_mol": 392.4,
  "symbols": ["C", "C", "C", "C", "H", "H", "H", "H", "H", "N", "N", "N", "O"],
  "xyz": [[-2.6892, -0.2843, 0.0360], [-0.5204, 0.2643, -0.0610], [0.5477, 1.2896, 0.0591], [1.0923, -1.2600, 0.0000], [-2.2540, -1.2386, -0.3592], [-3.0437, -0.5955, 1.0534], [-3.5910, 0.2498, -0.3854], [0.2180, 2.3333, 0.0669], [1.5552, -2.2195, 0.1598], [-1.6569, 0.7340, -0.1101], [1.7742, 1.0238, 0.0843], [-0.1853, -1.1402, 0.0116], [2.1261, -0.3638, -0.0801]],
  "mulliken_charge": [-0.73, 0.62, -0.03, 0.02, 0.34, 0.24, 0.26, 0.44, 0.40, -0.48, -0.41, -0.46, -0.21]
}


(5)
{
  "formula": "C22H64ClIN3O23PS",
  "method": "wB97M-V/def2-TZVPD",
  "e_tot_ev": -116161.042,
  "mol_weight_g_mol": 964.15,
  "symbols": ["C", "C", "C", "I", "C", "C", "C", "C", "C", "O", "C", "O", "C", "C", "C", "N", "C", "C", "O", "N", "C", "C", "C", "C", "C", "C", "C", "P", "O", "Cl", "C", "N", "S", "H", "H", "H", "H", "H", "H", "H", "H", "H", "H", "H", "H", "H", "H", "H", "H", "H", "H", "H", "H", "H", "H", "H", "H", "H", "H", "O", "H", "H", "O", "H", "H", "O", "H", "H", "O", "H", "H", "O", "H", "H", "O", "H", "H", "O", "H", "H", "O", "H", "H", "O", "H", "H", "O", "H", "H", "O", "H", "H", "O", "H", "H", "O", "H", "H", "O", "H", "H", "O", "H", "H", "O", "H", "H", "O", "H", "H", "O", "H", "H", "O", "H", "H"],
  "xyz": [[-0.1772, -1.4863, 3.9652], [0.5427, -0.4097, 3.1188], [1.9255, -0.0090, 3.4286], [3.0225, -0.9054, 5.0765], [2.6583, 1.0064, 2.6643], [4.1285, 1.4407, 2.9145], [5.1336, 0.8547, 1.8297], [5.0257, -0.7249, 1.6845], [4.7578, -1.0978, 0.1645], [4.6091, -2.5208, -0.0475], [3.3067, -2.9190, 0.1826], [2.7444, -3.5376, -0.6792], [1.9515, 1.6676, 1.5786], [0.5906, 1.2774, 1.2945], [-0.1605, 0.2455, 1.9954], [-1.5125, -0.1767, 1.6978], [-2.5331, 0.5640, 2.4908], [-3.5341, -0.4821, 3.1321], [-3.1758, -1.6198, 3.3167], [-4.8716, -0.1510, 3.5451], [-5.8910, -0.9212, 2.8007], [-5.1326, 1.3024, 3.5259], [-1.8200, -0.1811, 0.2837], [-1.3641, 0.8297, -0.6834], [-1.7003, 0.8535, -2.0888], [-2.5680, -0.1599, -2.6385], [-3.0339, -1.2086, -1.7202], [-4.1178, -2.5358, -2.4837], [-3.3747, -2.8614, -3.9734], [-6.0108, -1.7146, -2.9559], [-2.6868, -1.2351, -0.2802], [-3.2431, -2.3110, 0.5005], [-0.2987, 2.1411, -0.0521], [-1.0889, -0.9874, 4.3949], [-0.4505, -2.3955, 3.3679], [0.4067, -1.8529, 4.8371], [4.4943, 1.2832, 3.9540], [4.1493, 2.5573, 2.7490], [6.1828, 1.1045, 2.1937], [4.9932, 1.3972, 0.8374], [4.2569, -1.1694, 2.3732], [6.0215, -1.1509, 1.9690], [5.6823, -0.7808, -0.4163], [3.8803, -0.4926, -0.1836], [2.8369, -2.6856, 1.1749], [2.4688, 2.4443, 0.9779], [-1.9988, 1.0731, 3.3336], [-3.0423, 1.3521, 1.8813], [-6.6872, -1.2148, 3.5352], [-6.3342, -0.3404, 1.9423], [-5.4848, -1.8852, 2.3925], [-5.2300, 1.7124, 2.4845], [-4.3688, 1.8614, 4.1255], [-6.1154, 1.4587, 4.0532], [-1.3373, 1.6530, -2.7692], [-2.8805, -0.1653, -3.7101], [-2.4976, -2.4296, -3.9999], [-2.7145, -3.1762, 0.3529], [-4.2127, -2.4598, 0.2080], [-1.9856, 1.0279, -5.5797], [-1.1684, 1.4121, -5.9173], [-2.3335, 0.5229, -6.3242], [-0.3831, -3.8309, 5.7138], [-0.0695, -4.7023, 5.9799], [-1.2372, -4.0047, 5.3004], [7.5314, 2.7191, 2.5186], [8.1589, 2.9284, 3.2231], [8.0881, 2.4350, 1.7842], [8.2844, 1.9292, 5.3936], [7.4864, 2.1142, 5.9018], [8.9024, 1.5805, 6.0456], [-9.0230, -3.5948, -2.0544], [-8.1993, -3.2315, -2.4003], [-9.3934, -4.0878, -2.7947], [0.6460, 1.5471, -3.4467], [0.6279, 1.5251, -2.4810], [1.5263, 1.8899, -3.6573], [-9.9463, -3.7655, 0.6873], [-9.4742, -3.8075, -0.1576], [-10.1897, -4.6795, 0.8668], [0.6450, 3.3414, 4.0578], [1.4167, 2.9790, 4.5069], [0.6888, 2.9551, 3.1728], [-3.9023, 3.1387, -3.2291], [-3.5880, 2.2251, -3.1975], [-4.0002, 3.3180, -4.1728], [5.4343, 3.1235, -0.9551], [5.3499, 3.6809, -1.7379], [5.7419, 3.7317, -0.2718], [2.1649, -4.2732, 2.8433], [2.9305, -4.6430, 3.2984], [2.2045, -4.6644, 1.9616], [7.0851, 0.3609, -2.2878], [6.5484, 1.1272, -2.0541], [6.5677, -0.0870, -2.9681], [3.0750, -3.7598, -3.6768], [3.0368, -3.7178, -2.7093], [3.9720, -3.4757, -3.8817], [-7.4499, 0.2916, -0.3478], [-6.9716, 0.2517, -1.1849], [-7.6990, -0.6240, -0.1755], [-1.7083, 5.4860, -2.4687], [-2.5302, 5.9764, -2.3591], [-1.9986, 4.5841, -2.6534], [-6.5309, 4.2464, -4.1978], [-5.7487, 3.8937, -3.7513], [-6.4965, 3.8590, -5.0792], [3.0120, 1.2466, -5.1773], [3.3439, 0.3758, -4.9100], [2.1584, 1.0562, -5.5831], [5.5811, 1.5625, -7.0428], [4.7780, 1.7272, -6.5299], [6.2069, 1.2222, -6.3943], [4.8941, -1.0066, -4.9979], [5.3760, -1.0385, -5.8338], [4.6748, -1.9290, -4.8165]],
  "mulliken_charge": [-1.19, 1.23, -1.27, 0.01, 2.02, -1.78, 0.08, -0.05, -0.56, -0.39, 0.28, -0.58, -1.10, 0.76, -0.96, 1.28, -0.64, 0.26, -0.46, -0.01, -0.87, -0.95, -1.81, 1.65, -1.12, -0.79, -0.10, 0.16, -0.48, -0.32, -0.71, -0.15, -0.13, 0.09, 0.17, 0.44, 0.44, 0.32, 0.43, -0.05, -0.06, 0.30, 0.34, 0.32, 0.33, 0.24, 0.75, 0.25, 0.31, 0.29, 0.30, 0.31, 0.30, 0.35, 0.98, 0.59, 0.38, 0.23, 0.26, -0.53, 0.27, 0.28, -0.57, 0.28, 0.30, -0.61, 0.26, 0.30, -0.60, 0.31, 0.30, -0.63, 0.32, 0.29, -0.51, 0.20, 0.35, -0.62, 0.35, 0.31, -0.68, 0.35, 0.38, -0.75, 0.33, 0.32, -0.60, 0.29, 0.30, -0.58, 0.30, 0.31, -0.64, 0.31, 0.31, -0.64, 0.43, 0.31, -0.60, 0.28, 0.30, -0.64, 0.31, 0.34, -0.63, 0.41, 0.30, -0.68, 0.37, 0.31, -0.63, 0.34, 0.30, -0.54, 0.30, 0.20]
}